No. 1
{
  "formula": "C13H40O17P4",
  "method": "the ωB97M-V functional and the def2-TZVPD basis",
  "lumo_ev": 0.4,
  "homo_energy_ha": -0.3619,
  "energy_ha": -3164.02132,
  "relative_energy_kcal_mol": 56.53,
  "smiles": "COP(=O)(OC)OC.COP(=O)(OC)OC.COP(=O)(OC)OC.COP(=O)(OC)OC.CO",
  "species": ["C", "O", "P", "O", "O", "C", "O", "C", "H", "H", "H", "H", "H", "H", "H", "H", "H", "C", "O", "P", "O", "O", "C", "O", "C", "H", "H", "H", "H", "H", "H", "H", "H", "H", "C", "O", "P", "O", "O", "C", "O", "C", "H", "H", "H", "H", "H", "H", "H", "H", "H", "C", "O", "P", "O", "O", "C", "O", "C", "H", "H", "H", "H", "H", "H", "H", "H", "H", "C", "O", "H", "H", "H", "H"],
  "xyz": [[-13.457004, 8.339646, -3.994956], [-12.412118, 7.342663, -3.962857], [-11.969934, 6.638317, -5.382924], [-11.883200, 7.557899, -6.658784], [-10.500052, 5.905823, -5.179061], [-9.226484, 6.639008, -5.245636], [-13.048164, 5.453725, -5.559564], [-13.284891, 4.489037, -4.595414], [-14.379713, 7.987868, -3.533463], [-13.542433, 8.828198, -4.965585], [-13.081046, 9.216554, -3.467899], [-8.314453, 6.093604, -5.488204], [-9.054817, 7.073952, -4.261019], [-9.285110, 7.516261, -5.889898], [-13.218769, 4.944956, -3.607553], [-12.530564, 3.708119, -4.691609], [-14.228256, 3.985170, -4.805821], [-7.250826, 12.768225, -2.014452], [-8.087689, 12.118570, -1.097800], [-7.628240, 12.039170, 0.444263], [-8.473116, 11.159863, 1.283061], [-7.627136, 13.589545, 0.829451], [-8.047616, 14.065156, 2.022129], [-6.081293, 11.536177, 0.439754], [-5.885368, 10.315847, 1.263982], [-7.794175, 13.347332, -2.761116], [-6.758016, 11.939842, -2.523387], [-6.645999, 13.586745, -1.624177], [-7.245291, 14.463932, 2.642898], [-8.625767, 13.370141, 2.631057], [-8.819612, 14.832921, 1.970578], [-4.844716, 10.275549, 1.585715], [-6.067023, 9.376493, 0.741771], [-6.343513, 10.415396, 2.248002], [-7.312794, 5.544790, -2.614596], [-8.597659, 5.081782, -2.814022], [-8.844786, 3.603879, -3.412823], [-10.264924, 3.246876, -3.605496], [-7.951226, 2.622112, -2.449748], [-7.635951, 1.277276, -2.683517], [-7.836044, 3.567817, -4.691543], [-8.095376, 2.907696, -5.829053], [-7.294102, 6.091688, -1.671914], [-6.920762, 6.181966, -3.407321], [-6.562665, 4.754115, -2.629783], [-7.929774, 0.551934, -1.924799], [-6.576111, 1.118276, -2.882385], [-8.176073, 0.939555, -3.568000], [-7.475010, 2.074158, -6.158378], [-7.970952, 3.555861, -6.696521], [-9.097194, 2.484623, -5.902990], [-1.799455, 12.452186, -5.648681], [-2.930096, 11.637305, -5.792256], [-3.418668, 11.152985, -7.290776], [-2.368199, 10.630204, -8.178053], [-4.760682, 10.263132, -6.979080], [-5.586638, 9.788756, -7.923182], [-4.042109, 12.543818, -7.823138], [-3.295717, 13.676813, -8.270449], [-1.343706, 12.775425, -6.584581], [-1.245039, 12.131446, -4.766722], [-2.275645, 13.354316, -5.264606], [-5.263048, 8.850354, -8.373500], [-5.531276, 10.530012, -8.720408], [-6.592974, 9.914807, -7.523800], [-3.139021, 14.368557, -7.442786], [-3.929089, 14.210983, -8.978688], [-2.362487, 13.454288, -8.787809], [-6.432832, 9.022153, -4.230413], [-6.697415, 8.236847, -5.355725], [-6.425714, 8.522436, -3.261734], [-5.490295, 9.555669, -4.353259], [-7.183687, 9.809819, -4.168043], [-7.096814, 8.795688, -6.026376]],
  "atomic_forces_ev_per_a": [[0.8703, 1.1924, -0.0451], [0.6458, -0.7229, -1.4972], [1.3295, 2.0119, -3.8077], [-0.7886, -2.6579, 4.5301], [-1.0678, 0.5748, 0.1280], [-0.8891, 1.5758, 0.8503], [1.3207, 2.2091, -1.3305], [0.4402, -1.4565, 0.9046], [0.1340, -0.1463, -0.3561], [-0.5273, -0.9099, -0.4980], [0.0467, -0.3309, 0.8207], [-0.7667, -0.8055, -0.2385], [-0.0193, -0.1938, 0.1266], [-0.3606, -0.3570, -0.4463], [-0.3317, -0.3409, 0.1737], [0.1988, 0.0448, 0.3183], [-0.2295, 0.4959, 0.1701], [0.3279, 0.3834, -1.4523], [-0.2056, 0.0414, 2.0269], [-0.7075, -1.1006, 0.0453], [0.4081, 1.0553, -0.8024], [0.9201, -1.1953, -2.3267], [-1.5632, 1.0306, 3.3604], [-0.9969, -0.6105, 0.6153], [1.2588, 0.7042, 0.6289], [-0.8110, -0.5167, -0.0399], [0.8039, 0.6330, -0.1406], [0.6221, -0.6610, 0.5976], [0.2290, -0.0795, -0.1846], [0.4946, -0.8151, -0.0727], [0.3049, 0.5296, -0.9136], [0.3888, 0.3873, -0.7448], [-0.6109, 0.3985, -0.0772], [-0.8501, -0.1989, -0.5419], [2.3000, 0.5013, 0.2585], [-1.5700, -2.3371, -0.8000], [0.8666, -0.8004, 0.2564], [1.5850, 0.2644, 0.1024], [-0.9550, 1.8061, 0.8531], [-0.3603, -1.0500, -1.5101], [-0.1088, 1.2547, 2.8252], [-1.2657, -1.3616, -4.0140], [0.1088, -0.1040, -0.0253], [-0.6976, 0.3898, -0.2761], [-0.1531, -0.2956, 0.5695], [-0.1773, 0.6943, 0.6024], [0.1032, 0.4244, 0.0933], [0.0574, -0.1458, -0.2409], [0.7968, -0.2590, 1.1578], [-0.2698, 0.5212, 0.0442], [-0.3098, 0.2879, 0.2817], [-1.0866, 1.9320, 1.0230], [-1.6975, -2.9339, -1.9031], [-0.1199, 1.3148, 0.9893], [-0.6778, -0.1311, 0.5885], [4.7008, 2.1495, 3.3413], [-1.2074, 0.9307, -3.0303], [-0.2962, -0.8573, -0.1319], [-0.4087, 0.4113, -0.2564], [0.6805, -0.7835, 0.2455], [0.7685, -0.4879, -0.8131], [0.3509, 0.6616, 0.0119], [-0.4839, -0.3374, 0.5256], [-0.5395, -0.1800, -0.7234], [-0.1514, -0.8551, -0.2926], [0.2135, -0.1814, 0.1304], [-0.0594, -0.1548, -0.0440], [0.0106, -0.4005, 0.2261], [0.0710, 1.7724, 0.1166], [-0.0912, -1.1024, -0.0932], [-0.0883, -0.6185, -0.3913], [0.3173, -0.1108, 0.1145], [-0.2228, 0.1018, 0.3096], [0.0492, -0.0990, 0.0978]]
}

No. 2
{
  "formula": "C13H40O7",
  "method": "the ωB97M-V functional and the def2-TZVPD basis",
  "lumo_ev": 0.5,
  "homo_energy_ha": -0.3283,
  "energy_ha": -1045.40461,
  "relative_energy_kcal_mol": 343.73,
  "smiles": "CCO.CCO.CCO.CCO.CCO.CCO.CO",
  "species": ["C", "C", "O", "H", "H", "H", "H", "H", "H", "C", "C", "O", "H", "H", "H", "H", "H", "H", "C", "C", "O", "H", "H", "H", "H", "H", "H", "C", "C", "O", "H", "H", "H", "H", "H", "H", "C", "C", "O", "H", "H", "H", "H", "H", "H", "C", "C", "O", "H", "H", "H", "H", "H", "H", "C", "O", "H", "H", "H", "H"],
  "xyz": [[1.445573, -0.369370, 2.498508], [0.732005, -1.740715, 2.327841], [0.846842, -2.426163, 3.476027], [2.491829, -0.529308, 2.759050], [0.915461, 0.175113, 3.279938], [1.442754, 0.104783, 1.517041], [1.301832, -2.314440, 1.596918], [-0.242341, -1.638716, 1.849995], [0.756973, -3.367056, 3.307976], [-0.752372, -0.149682, 0.524293], [0.357806, -0.739017, -0.193116], [-0.072422, -0.892857, -1.537502], [-0.450281, 0.161953, 1.524147], [-1.577106, -0.830588, 0.734731], [-1.160390, 0.680606, -0.052116], [0.558033, -1.724578, 0.227209], [1.265383, -0.135367, -0.194894], [0.104127, -0.042624, -1.946812], [-2.115364, -1.303466, 2.406463], [-3.119337, -1.750748, 1.353860], [-4.223682, -2.079832, 2.177244], [-2.411095, -0.343138, 2.828857], [-1.127086, -1.280370, 1.947246], [-1.914684, -1.877581, 3.311030], [-2.896273, -2.639966, 0.764253], [-3.366491, -0.999118, 0.604154], [-5.031275, -1.832341, 1.721023], [-1.846089, 2.492437, 1.542825], [-0.293818, 2.425160, 1.340216], [0.244568, 3.665938, 1.596748], [-2.293055, 1.500650, 1.474467], [-2.202039, 3.179403, 0.775053], [-1.940424, 2.747799, 2.598285], [-0.034979, 2.119197, 0.326568], [0.035274, 1.706317, 2.090596], [-0.563287, 4.177694, 1.680917], [-1.314172, 1.961422, -1.701378], [0.128475, 2.332019, -1.338157], [0.841142, 1.146335, -1.092180], [-1.887619, 2.859584, -1.930629], [-1.727000, 1.584103, -0.765799], [-1.414320, 1.129855, -2.398924], [0.088046, 3.141904, -0.609769], [0.548305, 2.717735, -2.267177], [1.528011, 1.261666, -0.431479], [0.909303, -0.634362, -3.673035], [1.862019, 0.442137, -3.871563], [2.989801, -0.123275, -4.421518], [1.377848, -1.399378, -3.053903], [0.628352, -1.004143, -4.659152], [0.052172, -0.279406, -3.100806], [1.998669, 0.957768, -2.921009], [1.509092, 1.159023, -4.612931], [2.834339, -0.608854, -5.234938], [2.375172, -1.708366, -0.770181], [3.369151, -2.609007, -0.330310], [1.446343, -2.198981, -1.061202], [2.096166, -1.056238, 0.057456], [2.687269, -1.031301, -1.565326], [4.208865, -2.170248, -0.485128]],
  "atomic_forces_ev_per_a": [[-0.1871, -1.3221, -0.3055], [3.2696, 0.6203, -2.3703], [-0.8139, -1.1907, 2.9665], [-0.1226, -0.0820, 0.3418], [0.2216, 0.3629, -0.1224], [0.0628, 0.4701, 0.8338], [0.4328, 0.0515, -0.3058], [3.1319, -1.4430, 0.9372], [-0.0531, -0.0147, 0.1010], [-1.5499, 1.5198, 0.0346], [-3.0831, -1.1668, 0.0037], [-0.8904, -1.9453, 2.3839], [-0.4289, 0.3519, -0.7986], [1.1277, 0.9460, -2.2401], [0.5735, -1.2894, 1.0948], [-0.7331, 0.6635, -0.6522], [-2.0086, -1.6326, 0.9757], [-0.0348, -0.4543, 1.4859], [0.1907, -0.3474, 0.8204], [-0.7969, -0.8767, 1.7307], [-1.5003, 0.0235, -0.2087], [0.0491, 0.3141, -0.4192], [-4.0198, 0.8252, 2.2565], [-1.0068, -0.9932, -0.1960], [0.7782, -0.1562, 0.0729], [-0.0465, 0.4070, 0.2869], [-0.2047, -0.1830, 0.0359], [1.7082, -0.7054, -0.0031], [-1.5594, -1.9270, 1.2447], [0.0369, 1.4340, -0.0396], [-0.1484, 0.2677, -0.3468], [-0.6873, 0.1847, 0.4774], [-0.5508, 0.7533, -0.1865], [-0.3957, -0.4698, 2.6658], [0.4836, 0.3409, -0.1670], [0.4779, 1.0248, 0.2363], [-0.1297, 0.2184, 1.3073], [-0.6648, 1.4161, -4.4392], [1.0937, 4.6346, -0.4630], [0.1180, -0.1239, -0.5425], [-0.8220, 0.6604, -0.8836], [-0.0096, 0.4928, -0.3328], [0.7901, 0.0419, -0.6623], [0.2706, 0.5941, -0.0576], [0.1726, 0.9259, -0.1974], [-1.1213, -0.5516, -0.7872], [-0.5374, 0.9666, -1.1316], [3.1369, -0.0986, 0.2259], [-0.2596, -0.0616, -0.6159], [-0.2797, -0.3350, 0.0716], [-0.0215, -0.3944, -3.1452], [1.0360, -0.0326, -0.3035], [-0.5220, 0.5527, 0.2366], [-0.4871, 0.1341, 0.1213], [1.9363, -0.2987, 0.5626], [0.5046, -0.4261, -0.6088], [1.1605, -0.5971, -0.3910], [2.3840, -1.5963, -0.2926], [0.3595, -0.2418, -0.3955], [0.1695, -0.2412, 0.0996]]
}